The following is a quantum chemistry calculation of 2 unconnected molecules or ions with the total composition C12H17N in a non-equilibrium geometry, from OMol25.

Cartesian coordinates (Å):
C -0.789 -0.803 -3.345
C -2.013 -1.537 -2.884
H -0.211 -0.737 -2.378
H -0.069 -1.268 -4.089
H -0.962 0.196 -3.792
H -2.547 -1.110 -2.102
H -1.929 -2.588 -2.897
H -2.835 -1.539 -3.651
C 2.299 0.856 -0.379
C 1.012 1.394 -1.142
C 1.772 -0.022 0.674
C 1.770 -1.373 0.741
C 0.859 0.486 1.784
C 0.078 -0.692 2.129
C 0.438 1.764 2.163
C -1.106 -0.499 2.710
C -0.801 1.804 2.805
C -1.653 0.670 3.061
N 0.625 -1.824 1.498
H 3.067 0.509 -1.063
H 2.628 1.807 0.043
H 0.962 0.860 -2.082
H 2.506 -2.070 0.403
H 0.611 -2.700 1.879
H 0.955 2.755 1.982
H -1.847 -1.341 2.925
H -1.246 2.727 3.241
H -2.594 0.551 3.640
H 0.882 2.427 -1.429
H 0.139 1.300 -0.446

Computed properties:
- Maximum force: 0.1160 Eh/bohr
- SMILES: CCc1c[nH]c2ccccc12.CC

The following is a quantum chemistry calculation of 2 unconnected molecules or ions with the total composition C6H12NO5S in a non-equilibrium geometry, from OMol25.

Cartesian coordinates (Å):
C 0.538 1.914 1.141
C 1.412 3.047 1.663
C 1.314 -3.127 -4.075
C -1.585 0.187 -0.357
C -1.780 1.196 0.749
C -0.826 -1.026 -0.052
N 0.709 -2.554 -2.962
O 1.103 0.846 0.896
O 0.523 -1.365 -2.867
O -0.156 -0.472 2.575
O 1.525 -1.580 1.249
O -0.684 2.184 1.048
S 0.388 -0.731 1.298
H 1.610 2.861 2.753
H 0.843 4.029 1.676
H 2.372 3.140 1.206
H 1.291 -2.437 -4.986
H 0.774 -4.156 -4.206
H 2.392 -3.055 -3.918
H -2.582 -0.086 -0.691
H -1.018 0.601 -1.299
H -2.183 0.555 1.615
H -2.680 1.846 0.452
H -0.180 -1.377 -0.920
H -1.390 -1.952 0.126

Computed properties:
- Maximum force: 0.0783 Eh/bohr
- Total charge: +1

The following is a quantum chemistry calculation of a molecular structure, C31H31CaF9N3O2S in a non-equilibrium geometry, from OMol25.

Cartesian coordinates (Å):
Ca 0.315 -0.102 0.527
C -1.756 3.294 0.421
C -0.775 2.717 -0.564
C 0.589 2.696 -0.259
C 1.536 2.322 -1.211
C 3.010 2.396 -0.897
C 1.092 1.926 -2.472
C -0.259 1.881 -2.785
C -0.725 1.444 -4.149
C -1.183 2.284 -1.819
H -1.733 4.384 0.391
H -1.524 3.001 1.447
H -2.781 2.996 0.190
H 0.925 3.071 0.703
H 3.541 2.931 -1.685
H 3.471 1.408 -0.820
H 3.191 2.903 0.048
H 1.820 1.638 -3.225
H -0.997 2.299 -4.770
H -1.607 0.804 -4.079
H 0.054 0.892 -4.674
H -2.240 2.303 -2.069
O -1.851 0.172 0.818
C -2.051 -0.177 2.236
C -2.846 -1.452 2.369
C -2.304 -2.621 1.535
C -0.903 -3.093 1.862
C -0.701 -4.154 2.730
C 0.579 -4.634 2.939
C 1.636 -4.045 2.268
C 1.368 -2.967 1.452
N 0.130 -2.487 1.244
H -2.655 0.511 0.416
H -2.505 0.673 2.738
H -1.050 -0.315 2.666
H -3.882 -1.264 2.075
H -2.867 -1.715 3.430
H -2.335 -2.348 0.479
H -2.975 -3.472 1.645
H -1.551 -4.613 3.219
H 0.751 -5.468 3.609
H 2.653 -4.391 2.385
H 2.179 -2.473 0.927
S 1.643 -4.623 -4.285
C 1.390 -3.248 -3.226
C 0.062 -2.885 -2.997
C -0.200 -1.820 -2.166
N 0.755 -1.104 -1.557
C 2.022 -1.451 -1.801
C 2.393 -2.502 -2.617
C 3.397 -4.750 -4.328
C 4.067 -5.548 -3.413
C 5.450 -5.630 -3.495
N 6.178 -4.981 -4.407
C 5.515 -4.227 -5.287
C 4.136 -4.081 -5.294
H -0.760 -3.418 -3.459
H -1.226 -1.513 -1.987
H 2.794 -0.852 -1.325
H 3.442 -2.718 -2.764
H 3.526 -6.099 -2.656
H 5.999 -6.246 -2.792
H 6.119 -3.716 -6.028
H 3.650 -3.464 -6.039
F 2.610 2.434 4.627
C 2.233 2.092 3.392
F 1.001 2.578 3.179
F 3.051 2.704 2.518
C 2.264 0.547 3.174
O 1.531 0.235 2.073
C 1.644 -0.167 4.415
F 1.341 -1.436 4.121
F 2.445 -0.169 5.479
F 0.492 0.441 4.756
C 3.736 0.083 2.973
F 3.804 -1.261 3.015
F 4.549 0.574 3.915
F 4.199 0.462 1.776

Computed properties:
- Maximum force: 0.0371 Eh/bohr
- Total charge: +1

Respective orbital gap values: 0.325, 0.307, 0.339 hartree.
Respective E_HOMO values: -7.879, -12.302, -11.706 eV.
Respective DFT total energy values: -14207.2981, -28967.3739, -94947.0886 eV.